1.
C32H68AlBCl26FOS | wB97M-V/def2-TZVPD

Last column: Mulliken charge in e.
Geometry (Å):
1 C 8.33899 -0.61747 1.16826  -1.039
2 C 8.21067 -0.62193 -0.49275  -0.318
3 C 7.29406 0.66917 -0.92821  -0.139
4 C 8.08509 1.81667 -1.79227  -0.395
5 C 7.24355 3.26004 -1.76781  -0.636
6 C 6.41877 3.55172 -3.15933  -0.499
7 C 4.81578 3.20391 -3.09012  -0.129
8 C 3.86107 4.51522 -2.73697  -0.607
9 C 2.29235 3.98456 -2.97131  0.372
10 C 1.18908 4.98141 -2.28018  -0.796
11 C -0.05490 4.21604 -1.52604  0.756
12 C -0.85553 3.12404 -2.44912  0.320
13 Al -0.43755 1.15788 -2.04326  -0.760
14 C -2.10115 0.03694 -1.49990  0.671
15 S -3.73325 0.90677 -1.79818  -0.165
16 C -4.18246 1.67305 -0.14827  -0.078
17 C -4.78754 0.62831 0.96221  -0.707
18 C 0.32478 0.19609 -3.73525  -0.256
19 C 0.29260 -1.43848 -3.62135  0.885
20 C 1.61402 -2.14446 -4.36191  -1.109
21 F 0.25030 -1.97475 -2.24189  -0.292
22 B 0.95263 0.86747 -0.53550  0.835
23 C 0.72222 1.37622 1.01855  0.189
24 O 2.21381 0.14601 -0.89131  -0.585
25 H 9.10577 0.22732 1.46500  0.245
26 H 7.26437 -0.40535 1.59895  0.294
27 H 8.73394 -1.64989 1.58160  0.320
28 H 7.61887 -1.61381 -0.75645  0.194
29 H 9.28435 -0.64483 -0.97754  0.246
30 H 6.92425 1.17909 0.06860  0.289
31 H 6.38367 0.30215 -1.57817  -0.093
32 H 8.33460 1.49963 -2.89661  0.168
33 H 9.13030 1.98553 -1.25667  0.273
34 H 6.55559 3.35973 -0.81913  0.276
35 H 8.08318 4.10026 -1.69450  0.301
36 H 6.54036 4.67722 -3.52029  0.332
37 H 6.87068 2.85299 -4.01395  0.190
38 H 4.49984 2.84951 -4.17942  0.267
39 H 4.53454 2.33790 -2.35505  -0.055
40 H 4.01610 4.90523 -1.63409  0.245
41 H 4.16772 5.34599 -3.52971  0.223
42 H 2.22304 2.93755 -2.45150  -0.445
43 H 2.16119 3.93370 -4.15630  0.245
44 H 1.75565 5.60623 -1.44109  0.277
45 H 0.79390 5.77963 -3.06784  0.210
46 H 0.34067 3.81274 -0.50137  -0.073
47 H -0.84601 5.06796 -1.25495  -0.762
48 H -2.01560 3.28024 -2.22175  -0.215
49 H -0.75347 3.32880 -3.62061  0.136
50 H -2.10943 -0.96209 -2.13371  -0.729
51 H -1.97667 -0.22497 -0.36034  -0.057
52 H -4.95817 2.53711 -0.29613  0.195
53 H -3.17195 2.10447 0.30903  0.069
54 H -5.56526 -0.14275 0.54972  0.221
55 H -3.91665 0.08269 1.56137  -0.004
56 H -5.34114 1.29907 1.77923  0.311
57 H 1.41744 0.63027 -3.93924  -0.063
58 H -0.30357 0.47222 -4.71213  0.347
59 H -0.64939 -1.88094 -4.19215  -0.228
60 H 2.24292 -2.74393 -3.54456  0.269
61 H 2.34330 -1.36115 -4.83569  0.257
62 H 1.25551 -2.98204 -5.13319  0.230
63 H 0.11301 2.37045 1.12133  -0.175
64 H 1.78076 1.53162 1.49823  0.155
65 H 0.14443 0.56892 1.68061  -0.467
66 H 2.55752 0.66933 -1.68750  0.151
67 C 7.37654 -1.60301 -4.28188  -0.271
68 Cl 6.42739 -0.13572 -4.54869  -0.087
69 Cl 9.10946 -1.25586 -4.32306  -0.168
70 H 7.12027 -2.01976 -3.30481  0.145
71 H 7.14007 -2.32703 -5.06538  0.363
72 C -0.66661 -0.98398 4.11504  0.265
73 Cl 0.40923 -0.22203 5.29274  -0.186
74 Cl -1.72406 0.21056 3.35340  -0.117
75 H -0.06340 -1.46853 3.34344  0.278
76 H -1.28146 -1.72951 4.62509  -0.178
77 C -2.66619 -3.86021 -3.59576  -0.324
78 Cl -3.67075 -2.87664 -2.52411  -0.088
79 Cl -2.99562 -3.49080 -5.29289  -0.174
80 H -1.61390 -3.65489 -3.38471  -0.001
81 H -2.87983 -4.91623 -3.41361  0.547
82 C 0.93381 -4.14169 6.48942  -0.363
83 Cl -0.07075 -3.15812 7.56107  -0.122
84 Cl 0.60438 -3.77228 4.79229  -0.054
85 H 1.98610 -3.93637 6.70047  0.307
86 H 0.72017 -5.19771 6.67158  0.315
87 C -2.96619 -4.05099 5.53012  0.399
88 Cl -3.97075 -3.06742 6.60177  -0.165
89 Cl -3.29562 -3.68159 3.83299  -0.121
90 H -1.91390 -3.84567 5.74117  -0.572
91 H -3.17983 -5.10701 5.71227  0.347
92 C -6.11112 -6.29877 -5.11350  -0.323
93 Cl -5.31969 -5.05010 -4.14426  -0.049
94 Cl -6.28508 -7.80044 -4.19700  -0.205
95 H -7.10204 -5.94528 -5.40870  0.258
96 H -5.50836 -6.49326 -6.00393  0.273
97 C -0.90297 3.80769 4.82369  -0.211
98 Cl -1.90753 4.79126 5.89534  -0.074
99 Cl -1.23241 4.17710 3.12657  -0.106
100 H 0.14932 4.01301 5.03475  0.252
101 H -1.11661 2.75167 5.00585  0.112
102 C -9.57119 -9.62904 -4.17212  0.316
103 Cl -10.16195 -9.86901 -2.52337  -0.160
104 Cl -10.74238 -8.72812 -5.14264  -0.162
105 H -8.63341 -9.06933 -4.13612  -0.227
106 H -9.40127 -10.60436 -4.63460  0.264
107 C -1.76579 -5.04754 0.77272  0.000
108 Cl -0.84096 -6.54888 0.64773  -0.209
109 Cl -1.02870 -3.76404 -0.19400  0.028
110 H -2.78226 -5.22480 0.41300  0.278
111 H -1.79417 -4.73325 1.81887  -0.104
112 C -3.55261 6.61737 -1.57693  -0.438
113 Cl -3.72819 4.88441 -1.27523  -0.025
114 Cl -1.89259 7.14928 -1.28260  -0.157
115 H -3.81379 6.82564 -2.61733  0.275
116 H -4.22471 7.16424 -0.91120  0.328
117 C -3.34331 6.30618 9.45604  0.298
118 Cl -4.34787 7.28975 10.52769  -0.193
119 Cl -3.67274 6.67559 7.75891  -0.163
120 H -2.29102 6.51150 9.66709  -0.267
121 H -3.55695 5.25016 9.63819  0.289
122 C -7.76226 -8.24717 0.09099  -0.327
123 Cl -6.95392 -7.63792 -1.35828  -0.051
124 Cl -6.95623 -7.67539 1.55681  -0.160
125 H -8.79745 -7.89733 0.09466  0.276
126 H -7.74201 -9.33959 0.07696  0.271
127 C 0.58847 6.17955 8.77521  -0.176
128 Cl -0.00229 5.93958 10.42397  -0.182
129 Cl -0.58271 7.08047 7.80470  -0.102
130 H 1.52626 6.73926 8.81121  0.301
131 H 0.75840 5.20423 8.31273  0.185

Force components x, y, z for each atom (eV/Å):
C 0.2 0.0 -0.8
C -0.6 -0.4 1.0
C 0.3 0.1 -0.6
C 0.1 0.3 1.0
C 1.1 0.5 -0.7
C -0.3 -0.7 -0.3
C -0.3 0.7 -0.6
C -0.1 -1.1 -0.8
C 0.7 1.0 0.1
C 0.2 0.4 0.5
C -0.6 1.3 -0.6
C -0.9 1.1 -0.2
Al -0.8 0.0 -1.2
C 0.3 -1.0 0.6
S -0.2 0.0 1.0
C 0.5 -0.2 1.3
C 0.1 0.7 1.0
C 0.1 -0.8 -1.2
C 1.0 0.2 -2.0
C 0.0 -1.0 0.9
F 0.0 0.9 -2.0
B 1.6 -0.3 0.7
C 0.5 -0.6 1.2
O -0.6 2.7 -0.1
H -1.7 -1.6 -0.4
H 2.3 -0.4 -0.7
H -0.8 2.1 -0.9
H 1.4 2.0 0.3
H -2.2 0.1 0.8
H 0.5 -1.0 -2.1
H 1.6 0.8 1.5
H -0.7 0.5 2.2
H -2.1 -0.3 -1.0
H 1.3 -0.3 -1.9
H -1.8 -1.7 0.0
H -0.2 -2.4 0.9
H -0.8 1.6 1.9
H 0.5 0.7 2.3
H 0.8 1.5 -1.3
H -0.2 -0.8 -2.2
H -0.8 -1.5 1.8
H 0.0 1.8 -1.2
H 0.0 -0.3 2.7
H -1.1 -1.2 -1.7
H 0.7 -1.8 1.6
H -0.7 0.4 -2.0
H 2.1 -2.0 -0.4
H 2.5 -0.4 -0.6
H 0.0 -0.1 2.4
H -0.2 2.1 1.6
H -0.6 0.2 -2.0
H 1.6 -1.7 0.0
H -2.2 -0.6 -0.9
H 1.6 1.5 0.6
H -1.9 1.0 -1.6
H 1.1 -1.5 -1.6
H -2.0 -1.2 0.3
H 1.3 -0.7 2.0
H 1.7 1.1 1.5
H -1.4 1.4 -1.6
H -1.7 -1.5 0.7
H 0.8 2.0 1.4
H 1.1 -1.9 -0.3
H -1.8 -0.2 -0.5
H 1.3 1.7 -1.5
H -1.0 -1.6 1.3
C -0.3 -0.3 0.1
Cl -0.1 -0.1 0.0
Cl 0.1 -0.1 0.0
H 0.1 0.2 -0.2
H 0.1 0.3 0.1
C -0.2 -0.2 -0.2
Cl 0.1 0.0 0.1
Cl -0.2 -0.1 0.2
H -0.1 0.3 0.1
H 0.1 0.4 -0.1
C 0.5 -0.2 0.4
Cl -0.1 -0.2 -0.1
Cl 0.6 0.2 -0.3
H -0.3 0.1 0.0
H 0.0 0.3 -0.1
C 0.3 -0.2 0.1
Cl 0.0 -0.1 0.1
Cl 0.2 -0.4 0.0
H -0.3 0.1 -0.1
H 0.0 0.3 -0.1
C 0.2 -0.3 0.1
Cl 0.1 0.0 0.1
Cl 0.1 0.0 0.0
H -0.4 0.1 -0.1
H -0.1 0.3 -0.1
C 0.0 0.4 -0.4
Cl -1.0 -0.6 0.0
Cl 0.1 -0.2 -0.6
H 0.2 -0.1 0.2
H -0.1 0.0 0.3
C 0.2 -0.3 -0.1
Cl 0.0 -0.3 0.0
Cl 0.1 -0.1 0.1
H -0.3 0.1 -0.1
H 0.0 0.3 -0.1
C 0.4 -0.1 -0.2
Cl 0.1 -0.1 0.1
Cl 0.1 0.0 -0.1
H -0.3 0.0 0.1
H -0.2 0.2 0.2
C -0.3 0.4 0.1
Cl 0.0 -0.2 0.1
Cl -0.1 0.0 0.1
H 0.3 0.0 0.0
H 0.1 -0.2 -0.3
C -0.3 0.1 -0.1
Cl -0.2 0.3 0.0
Cl -0.2 0.6 0.0
H 0.2 -0.1 0.2
H 0.3 -0.2 -0.1
C 0.2 -0.3 0.0
Cl 0.0 0.0 0.1
Cl -0.4 0.0 0.2
H -0.5 0.1 -0.1
H -0.1 0.3 -0.1
C -0.3 -0.1 0.0
Cl -0.3 -0.2 0.5
Cl -0.1 -0.1 0.1
H 0.3 0.0 0.0
H 0.1 0.3 0.0
C 0.4 0.0 -0.4
Cl 0.2 -0.1 0.2
Cl 0.6 0.2 0.1
H -0.3 -0.1 0.1
H -0.2 0.2 0.1

Its total charge is -1. As for the largest force on an atom: 0.0570 hartree/bohr. The calculation puts the HOMO-LUMO gap at 5.5 eV. As for the highest occupied orbital energy: -3.924 eV. The LUMO energy is 1.56 eV.

***

2.
C32H70F5N8O7P3S | wB97M-V/def2-TZVPD

Last column: Mulliken charge in e.
Geometry (Å):
1 C 5.33472 -2.69415 4.46940  -1.672
2 C 3.86570 -2.99819 4.14079  0.298
3 N 3.76414 -4.41409 3.78349  -0.176
4 C 2.72111 -4.74935 2.81605  1.015
5 P 3.19334 -4.04014 1.13848  0.032
6 C 2.33013 -4.87662 -0.27189  -0.216
7 C 1.54329 -3.79507 -1.08203  -1.251
8 C 5.03238 -4.05196 0.91685  -0.438
9 C 5.47605 -4.47257 -0.49203  -1.507
10 C 2.84907 -6.31372 2.74321  -0.232
11 O 3.23648 -7.00337 1.84510  -0.497
12 N 2.35210 -6.75123 4.03470  -0.165
13 C 1.20283 -5.93179 4.27622  -1.152
14 C 0.98033 -5.47823 5.74033  -0.721
15 C 2.24998 -5.00696 6.41692  -0.217
16 O 2.23009 -3.98778 7.07648  -0.530
17 S -0.23240 -7.10578 4.05909  1.602
18 O 0.13714 -8.35801 4.65109  -0.684
19 O -1.40358 -6.58352 4.71867  -0.710
20 C -0.74700 -7.36888 2.28788  0.467
21 F -1.86644 -6.71024 1.98578  -0.265
22 F 0.21001 -7.06228 1.39722  -0.323
23 C -1.07766 -8.89032 2.07507  0.610
24 F -2.00138 -9.31607 2.92314  -0.197
25 F -1.55490 -8.98800 0.81540  -0.252
26 F 0.02566 -9.63470 2.11023  -0.201
27 C 1.29131 -4.62471 3.36712  -0.104
28 C 0.12227 -4.29259 2.44064  -0.705
29 C -0.25558 -2.78653 2.35020  -1.536
30 C 0.87871 -1.78202 2.46940  1.432
31 C 0.25723 -0.37137 2.40935  -0.821
32 C 1.30484 0.74894 2.52677  -0.949
33 O 2.41969 0.39110 3.32041  -0.364
34 C 2.24197 0.69172 4.69432  -0.728
35 H 6.00003 -3.10921 3.71067  0.333
36 H 5.56258 -3.25473 5.37941  0.402
37 H 5.51370 -1.63580 4.62540  0.396
38 H 3.49439 -2.31388 3.37572  -0.049
39 H 3.32258 -2.76061 5.05964  0.099
40 H 4.65833 -4.80944 3.53641  0.500
41 H 1.59582 -5.61764 0.03566  -0.209
42 H 3.00085 -5.36329 -0.97644  0.949
43 H 0.49743 -3.77285 -0.77745  0.314
44 H 1.65829 -3.92678 -2.15564  0.346
45 H 1.93501 -2.81170 -0.82118  0.327
46 H 5.37830 -3.03044 1.07100  0.368
47 H 5.58630 -4.67747 1.62277  0.369
48 H 4.98428 -3.91030 -1.28338  0.356
49 H 6.55914 -4.45170 -0.58110  0.404
50 H 5.18109 -5.51529 -0.62896  0.333
51 H 3.04177 -6.77625 4.76618  0.490
52 H 0.66126 -6.37442 6.28746  0.853
53 H 0.19039 -4.74164 5.79887  0.234
54 H 3.21143 -5.53680 6.31037  0.358
55 H 1.30858 -3.81748 4.09995  0.768
56 H -0.76125 -4.78511 2.85347  0.685
57 H 0.23218 -4.68580 1.43331  0.045
58 H -1.05499 -2.56839 3.06014  0.499
59 H -0.70395 -2.64757 1.36303  0.071
60 H 1.39990 -1.82973 3.42259  -0.143
61 H 1.55068 -1.82676 1.61912  -0.334
62 H -0.19265 -0.27235 1.41238  0.173
63 H -0.57118 -0.28306 3.11652  0.546
64 H 0.79438 1.62022 2.95049  0.526
65 H 1.59552 1.04814 1.52066  0.384
66 H 2.87062 1.54221 4.96367  0.273
67 H 2.50178 -0.19979 5.26743  0.151
68 H 1.21035 0.94041 4.95346  0.375
69 C -4.16324 3.35223 -1.88935  -0.645
70 N -2.99312 2.73544 -1.30051  0.106
71 C -1.83920 3.61751 -1.47092  -1.098
72 P -2.59935 1.06886 -1.40042  0.812
73 O -1.75082 0.92068 -0.16007  -0.809
74 N -3.94459 0.09119 -0.85827  0.262
75 C -5.03802 0.70754 -0.12217  -1.189
76 C -3.51626 -1.11781 -0.15698  -1.364
77 N -3.08173 0.89984 -3.10229  0.074
78 C -4.20190 0.07153 -3.53146  -0.879
79 C -1.90339 0.57094 -3.93904  -1.204
80 H -4.07479 3.48909 -2.97598  0.143
81 H -4.31283 4.33700 -1.44138  0.400
82 H -5.07434 2.79343 -1.69561  0.130
83 H -1.53640 3.68043 -2.52576  0.190
84 H -0.98716 3.25538 -0.89416  0.281
85 H -2.05651 4.62528 -1.11447  0.413
86 H -4.68861 1.37336 0.67725  0.341
87 H -5.66819 -0.06106 0.32860  0.414
88 H -5.70570 1.26367 -0.78214  0.285
89 H -3.24667 -0.92164 0.88716  0.393
90 H -2.64832 -1.56635 -0.64551  0.336
91 H -4.31807 -1.86024 -0.17549  0.523
92 H -4.10099 -0.97856 -3.25000  0.290
93 H -4.27286 0.12347 -4.62208  0.406
94 H -5.14403 0.45704 -3.14871  0.243
95 H -1.55284 -0.45211 -3.76601  0.344
96 H -1.07759 1.25287 -3.70930  0.370
97 H -2.13109 0.68854 -4.99906  0.387
98 C -0.10700 6.14205 -5.11858  -0.824
99 N -1.31296 6.49955 -4.40333  0.413
100 C -2.37170 5.54905 -4.72608  -1.388
101 P -1.88524 8.10286 -4.16372  0.721
102 O -2.70011 7.90072 -2.90961  -0.871
103 N -0.64137 9.11022 -3.46164  0.225
104 C 0.54137 8.49661 -2.87728  -1.079
105 C -1.17666 10.10308 -2.53142  -1.134
106 N -1.48468 8.64857 -5.80539  0.021
107 C -0.47683 9.66551 -6.07992  -0.868
108 C -2.72065 8.99685 -6.54618  -1.103
109 H -0.21910 6.21015 -6.20999  0.306
110 H 0.16205 5.11121 -4.87516  0.307
111 H 0.74663 6.74921 -4.83114  0.172
112 H -2.71068 5.65327 -5.76845  0.331
113 H -3.23451 5.69671 -4.07560  0.428
114 H -2.03353 4.52277 -4.57429  0.358
115 H 0.29977 7.65273 -2.21820  0.280
116 H 1.09791 9.23232 -2.29444  0.396
117 H 1.24208 8.16041 -3.64386  0.255
118 H -1.38241 9.68007 -1.54269  0.321
119 H -2.10681 10.53128 -2.90936  0.358
120 H -0.46440 10.92415 -2.41763  0.378
121 H -0.68124 10.62348 -5.59791  0.284
122 H -0.43922 9.83232 -7.16051  0.396
123 H 0.51467 9.32323 -5.79248  0.239
124 H -3.17320 9.92114 -6.17204  0.363
125 H -3.45921 8.19504 -6.44300  0.351
126 H -2.51898 9.11168 -7.61152  0.372

Force components x, y, z for each atom (eV/Å):
C -0.4 -0.8 0.2
C 1.0 0.6 0.3
N -1.2 0.6 0.6
C 1.3 -2.3 -2.1
P -0.9 2.0 -0.2
C -0.5 0.3 -0.5
C 0.5 0.1 0.7
C 0.5 -0.6 -0.2
C -0.5 -0.8 0.4
C 0.2 0.5 0.6
O 0.0 0.3 0.8
N -0.4 -0.4 -1.0
C 0.0 0.8 0.1
C 0.6 -1.6 -0.2
C -0.4 1.7 0.3
O 0.2 -0.7 -0.3
S -1.4 -0.1 2.4
O 1.0 -0.4 -1.1
O -0.2 1.2 -0.9
C -0.2 -1.4 -0.5
F 0.2 0.4 0.3
F 0.2 0.2 0.2
C 0.3 0.2 -0.9
F 0.3 0.0 -0.1
F -0.2 0.0 0.4
F -0.3 0.1 0.4
C 0.5 0.3 0.5
C -0.4 0.2 0.0
C 0.4 -0.6 -0.4
C -1.2 1.3 0.1
C 0.2 -0.3 -0.7
C -1.1 0.0 0.1
O -0.1 0.3 -0.1
C 0.0 -0.2 -0.1
H 0.0 0.4 -0.2
H 0.2 0.2 0.2
H 0.1 0.0 0.0
H 0.0 -0.2 -0.3
H -0.3 -0.3 -0.1
H 0.1 0.1 -0.2
H 0.4 -0.3 0.3
H 0.3 -0.2 0.3
H -0.1 -0.1 -0.3
H -0.3 -0.1 0.0
H 0.0 0.1 -0.2
H -0.2 0.1 0.3
H -0.2 -0.1 0.1
H 0.2 0.2 0.0
H 0.0 0.3 -0.1
H 0.1 0.0 -0.1
H 0.1 -0.2 0.0
H 0.0 0.1 0.3
H 0.0 0.2 0.1
H -0.3 -0.3 0.0
H 0.1 0.0 0.0
H 0.0 0.0 -0.1
H 0.3 -0.1 0.0
H 0.1 0.1 0.2
H -0.1 0.1 0.0
H 0.3 -0.4 -0.1
H 0.4 -0.4 0.2
H -0.2 0.2 0.2
H 0.2 0.1 0.2
H 0.2 0.2 0.0
H 0.6 -0.2 0.1
H 0.1 -0.1 0.2
H 0.2 0.1 0.2
H -0.1 0.0 -0.2
C -0.2 -0.2 -0.5
N 0.4 0.1 0.3
C 0.4 -0.2 0.2
P -5.6 1.4 2.9
O 2.4 -0.6 -2.6
N -0.4 0.1 -0.1
C -0.1 0.3 -0.1
C 0.3 0.0 -0.1
N 2.8 -0.9 -0.3
C -0.3 -0.3 0.2
C 0.1 0.5 0.0
H 0.0 0.0 0.0
H 0.2 0.0 0.0
H 0.1 -0.1 -0.1
H 0.0 0.2 0.0
H -0.1 -0.1 0.0
H -0.2 0.0 -0.1
H -0.1 0.0 0.0
H 0.2 -0.1 0.0
H 0.1 0.1 0.0
H 0.1 0.0 0.0
H 0.0 0.0 0.0
H -0.1 0.1 0.0
H -0.1 0.0 0.0
H 0.3 0.1 0.0
H 0.1 -0.1 0.2
H 0.0 0.0 -0.1
H 0.0 0.0 0.0
H -0.1 0.0 0.0
C 0.2 0.3 -0.5
N -0.3 -0.2 0.2
C -0.5 0.1 0.2
P 5.7 -1.2 2.5
O -2.4 0.8 -2.4
N 0.5 0.0 -0.1
C 0.1 -0.3 -0.1
C -0.3 0.0 -0.1
N -2.9 0.6 -0.1
C 0.3 0.3 0.3
C -0.1 -0.5 -0.1
H 0.0 0.0 0.0
H -0.1 0.0 0.1
H -0.1 0.1 0.0
H 0.1 -0.1 0.0
H 0.1 0.1 0.0
H 0.1 0.0 -0.1
H 0.1 0.0 0.0
H -0.2 0.1 0.0
H -0.1 -0.1 0.0
H -0.1 0.0 0.0
H 0.0 0.0 0.0
H 0.1 -0.1 -0.1
H 0.1 0.0 0.0
H -0.2 -0.2 0.0
H -0.1 0.0 0.2
H 0.0 0.1 -0.1
H 0.0 0.0 0.1
H 0.1 0.0 0.0

As for the SMILES: CCN[C@@]1(P(CC)CC)C(=O)N[C@](CC=O)(S(=O)(=O)C(F)(F)C(F)(F)F)[C@@H]1CCCCCOC.CN(C)P(=O)(N(C)C)N(C)C.CN(C)P(=O)(N(C)C)N(C)C. As for the largest force on an atom: 0.1253 hartree/bohr. The calculation puts the HOMO-LUMO gap at 7.6 eV. As for the highest occupied orbital energy: -7.488 eV. The LUMO energy is 0.13 eV.